Record 1
The following is a DFT calculation (wB97M-V/def2-TZVPD) of a cluster of 10 separate species, C40H49F9O33S in total at a distorted geometry.

Geometry (Å):
C: 4.709 -0.441 1.629
C: 3.653 0.450 1.027
O: 4.086 1.812 0.909
C: 3.497 2.441 -0.164
O: 4.157 2.631 -1.189
C: 2.075 2.910 -0.073
C: 1.113 1.714 -0.083
C: -0.314 2.162 -0.326
C: -1.392 1.065 -0.340
C: -2.618 1.586 0.410
C: -2.312 1.791 1.886
S: -1.522 0.425 2.642
O: -0.935 0.860 3.862
O: -2.508 -0.589 2.859
O: -0.425 -0.070 1.650
C: -1.032 -0.277 0.294
C: -0.081 -1.102 -0.521
C: -0.611 -2.458 -0.807
C: -0.990 -3.348 0.491
O: -1.877 -2.625 -0.578
H: 5.177 -1.012 0.841
H: 5.408 0.085 2.259
H: 4.190 -1.152 2.252
H: 2.790 0.432 1.685
H: 3.311 0.033 0.088
H: 1.848 3.642 -0.830
H: 1.937 3.347 0.912
H: 1.412 1.084 -0.913
H: 1.275 1.198 0.847
H: -0.313 2.664 -1.282
H: -0.566 2.943 0.376
H: -1.745 0.910 -1.347
H: -2.914 2.542 0.014
H: -3.417 0.859 0.376
H: -1.695 2.664 2.018
H: -3.216 1.982 2.440
H: -1.968 -0.769 0.498
H: 0.213 -0.699 -1.479
H: 0.824 -1.331 0.028
H: -0.150 -2.984 -1.601
H: -1.802 -3.372 1.218
H: -0.435 -2.590 1.103
O: -3.696 2.802 -1.807
C: -4.656 2.166 -2.096
O: -5.834 2.683 -2.493
C: -6.694 1.595 -2.865
C: -6.093 0.450 -2.090
F: -6.228 -0.734 -2.752
O: -4.717 0.805 -2.045
H: -6.627 1.432 -3.943
H: -7.728 1.788 -2.588
H: -6.476 0.339 -1.074
O: 0.982 5.428 -1.716
C: 1.746 5.827 -2.532
O: 2.872 5.180 -2.900
C: 3.456 5.893 -3.997
C: 2.878 7.276 -3.806
F: 2.685 7.912 -4.984
O: 1.615 6.997 -3.213
H: 3.133 5.446 -4.937
H: 4.541 5.871 -3.944
H: 3.457 7.917 -3.143
O: 1.978 -4.279 6.933
C: 1.342 -3.309 6.693
O: 1.282 -2.706 5.481
C: 0.310 -1.651 5.556
C: 0.285 -1.365 7.040
F: -0.939 -0.969 7.465
O: 0.583 -2.635 7.600
H: -0.653 -2.012 5.194
H: 0.610 -0.791 4.965
H: 1.029 -0.641 7.375
O: 2.976 -3.293 0.397
C: 3.284 -3.983 1.310
O: 3.630 -3.521 2.534
C: 3.794 -4.658 3.402
C: 4.080 -5.762 2.413
F: 3.598 -6.959 2.834
O: 3.345 -5.340 1.268
H: 2.872 -4.830 3.954
H: 4.607 -4.497 4.103
H: 5.131 -5.872 2.145
O: 5.185 9.660 -3.007
C: 5.500 9.626 -1.865
O: 6.512 8.877 -1.366
C: 6.669 9.210 0.019
C: 5.302 9.759 0.363
F: 5.366 10.731 1.304
O: 4.887 10.326 -0.869
H: 7.445 9.968 0.126
H: 6.939 8.334 0.602
H: 4.577 9.007 0.676
O: -9.488 1.510 -1.565
C: -9.749 0.388 -1.843
O: -9.423 -0.683 -1.085
C: -10.014 -1.845 -1.680
C: -10.189 -1.403 -3.115
F: -11.280 -1.960 -3.691
O: -10.396 -0.005 -2.976
H: -10.972 -2.052 -1.202
H: -9.365 -2.710 -1.574
H: -9.321 -1.578 -3.752
O: -6.950 1.524 0.925
C: -6.674 0.990 1.947
O: -6.376 1.634 3.102
C: -6.217 0.647 4.136
C: -5.882 -0.583 3.328
F: -6.349 -1.716 3.910
O: -6.588 -0.356 2.115
H: -7.152 0.531 4.684
H: -5.429 0.932 4.827
H: -4.824 -0.695 3.101
O: 7.109 -6.258 1.690
C: 6.973 -6.406 0.520
O: 6.878 -7.602 -0.099
C: 6.571 -7.362 -1.479
C: 7.079 -5.950 -1.669
F: 6.343 -5.262 -2.571
O: 6.888 -5.389 -0.380
H: 5.493 -7.425 -1.630
H: 7.067 -8.086 -2.119
H: 8.133 -5.878 -1.940
O: 1.281 -2.476 -4.112
C: 1.010 -3.585 -4.423
O: 1.264 -4.681 -3.670
C: 0.665 -5.809 -4.320
C: 0.574 -5.331 -5.753
F: -0.505 -5.843 -6.393
O: 0.405 -3.933 -5.595
H: -0.322 -5.994 -3.895
H: 1.279 -6.697 -4.201
H: 1.466 -5.520 -6.353

Summary:
LUMO level = 0.278 eV
2S+1 = 1

Mulliken population analysis, charges in e, atoms 1 to 6: C -1.131; C 0.371; O -0.396; C 0.296; O -0.602; C 0.933


Record 2
The following is a DFT calculation (wB97M-V/def2-TZVPD) of a cluster of 9 separate species, C2H20BrO8 in total.

Geometry (Å):
Br: 0.425 -27.835 4.056
C: 2.709 -24.994 -0.270
C: 2.570 -25.015 1.235
O: 2.782 -26.338 1.730
H: 2.351 -24.057 -0.703
H: 2.134 -25.813 -0.709
H: 3.745 -25.156 -0.577
H: 1.599 -24.634 1.558
H: 3.330 -24.380 1.702
H: 1.969 -26.686 2.115
O: 1.589 -30.835 2.719
H: 0.800 -31.370 2.594
H: 1.249 -29.979 3.032
O: 1.986 -24.516 4.380
H: 1.770 -25.458 4.323
H: 2.946 -24.501 4.438
O: 3.778 -28.395 4.398
H: 2.901 -27.982 4.331
H: 4.392 -27.655 4.384
O: -2.637 -25.990 3.722
H: -2.658 -25.918 4.680
H: -1.829 -26.496 3.552
O: -1.326 -27.968 7.197
H: -1.991 -27.306 6.991
H: -0.665 -27.864 6.496
O: 1.571 -30.280 6.336
H: 0.816 -30.573 6.855
H: 1.241 -29.489 5.880
O: -2.438 -29.586 2.906
H: -1.969 -30.387 2.659
H: -1.727 -28.973 3.151

Summary:
charge = -1
LUMO level = 2.993 eV
2S+1 = 1

natural (NBO) population analysis, charges in e, atoms 1 to 6: Br -0.929; C -0.630; C -0.062; O -0.750; H 0.197; H 0.211


Calculated total energy
In order: -145130.280, -88824.831
Unit: eV
Kohn-Sham gap
In order: 8.9, 9.7
Unit: eV
Energy relative to the best compared isomer or geometry (same formula, charge and spin)
In order: 0.0000, 0.0000
Unit: eV